No. 1
12
Properties=species:S:1:pos:R:3:forces:R:3:nbo_charge:R:1 method="wB97M-V/def2-TZVPD" spin_multiplicity=1 e_tot_ev=-19267.5375 e_above_lowest_kcal_mol=28.3
H -2.0865 1.8015 0.9087 -0.782 0.432 -0.246 0.367
N -1.1966 1.6066 0.4947 0.881 1.277 1.831 -0.639
C -1.1128 0.5485 -0.0992 1.999 -2.023 -2.487 0.284
Cl -2.4917 -0.3463 -0.7055 -0.319 -0.540 0.207 -0.063
C 0.3012 -0.0627 -0.6017 -1.611 -0.286 1.176 0.060
C 0.7670 -1.1691 0.3587 1.125 0.458 1.479 -0.659
O 1.2353 0.9337 -0.7751 1.016 1.243 -0.036 -0.711
H 0.1684 -0.5514 -1.5674 -0.214 0.449 -0.138 0.197
H 0.5551 -0.9563 1.4194 -0.721 -0.088 -0.331 0.213
H 0.5386 -2.2088 0.1340 -0.453 0.221 -0.216 0.228
H 1.8606 -1.1148 0.4466 -0.023 -0.065 -0.740 0.231
H 1.4613 1.5191 -0.0133 -0.898 -1.078 -0.498 0.493

No. 2
13
Properties=species:S:1:pos:R:3:forces:R:3:nbo_charge:R:1 method="wB97M-V/def2-TZVPD" spin_multiplicity=1 e_tot_ev=-8701.9825 e_above_lowest_kcal_mol=99.0
C -1.2563 0.9928 0.1903 -0.446 0.585 -0.879 -0.183
N -1.7998 -0.1177 -0.1579 -0.923 -1.948 -0.061 -0.055
O -2.1731 -0.4349 -1.3555 0.654 0.285 0.820 -0.563
H -1.0787 1.6791 -0.6354 -0.167 -0.097 0.218 0.210
H -1.0687 1.3324 1.1861 0.135 -0.582 0.493 0.209
H -1.9569 -0.9582 0.5010 0.390 2.083 -0.554 0.377
H 1.0514 0.8445 -1.1695 -0.629 0.063 -1.420 0.307
N 1.8003 0.9129 -0.5166 -0.555 0.640 0.023 -0.695
C 1.6622 -0.0272 0.3165 3.339 0.958 1.245 0.268
N 0.8973 -1.1155 0.2634 -0.913 -1.834 0.516 -0.845
H 2.4557 0.0757 1.0745 -0.735 -0.779 0.544 0.163
H 0.8916 -1.8718 0.9722 0.316 1.094 -1.031 0.407
H 0.5752 -1.3121 -0.6690 -0.465 -0.467 0.086 0.399

No. 3
24
Properties=species:S:1:pos:R:3:forces:R:3:nbo_charge:R:1 method="wB97M-V/def2-TZVPD" spin_multiplicity=1 e_tot_ev=-18908.5629 e_above_lowest_kcal_mol=49.2
C 2.1668 -2.4498 1.7341 -2.120 1.461 -2.741 -0.411
C 1.7534 -1.2682 1.3141 -2.451 -1.700 -4.076 -0.454
Si 0.4793 -1.0164 -0.6229 1.819 1.927 3.044 1.491
N 1.3572 -0.1075 -1.7584 -0.827 1.738 0.949 -1.075
C 1.4501 1.3367 -1.7361 -2.733 1.803 -1.244 -0.405
C -1.0324 -0.0428 -0.0753 0.171 -1.136 2.328 -0.463
C -1.9701 0.5851 -0.8721 1.138 -0.828 1.296 -0.202
C -3.1139 1.1470 -0.4227 1.571 -0.464 2.094 -0.199
C -3.3540 1.2785 0.9289 2.613 -1.672 -1.007 -0.201
C -2.4464 0.6492 1.7608 -0.449 -1.246 1.656 -0.203
C -1.3638 -0.1480 1.2849 -2.935 3.820 -2.143 -0.186
H 2.7952 -2.5531 2.4908 2.838 -0.415 3.390 0.175
H 1.9306 -3.3068 1.1904 -0.699 -1.526 -0.513 0.181
H 2.1812 -0.3998 1.6584 0.522 2.147 1.109 0.176
H 0.0262 -2.0816 -1.3779 -0.328 -2.275 -0.624 -0.210
H 1.8300 -0.3565 -2.5717 0.617 -1.490 -1.138 0.400
H 1.1712 1.8189 -2.7561 -0.137 -0.938 1.406 0.173
H 0.8519 1.9204 -0.9687 0.461 -1.243 -0.713 0.209
H 2.4163 1.6660 -1.6585 2.744 0.683 0.703 0.180
H -1.6664 0.5281 -1.8328 0.046 0.357 -3.554 0.202
H -3.7729 1.5121 -1.0676 -2.692 1.628 -2.801 0.199
H -4.1814 1.8072 1.2074 -1.970 1.166 1.240 0.209
H -2.7077 0.6177 2.8501 0.576 0.108 -0.963 0.206
H -0.8265 -0.6202 1.9828 2.226 -1.905 2.304 0.210